Entry 1:
This record from the OMol25 dataset describes a structure of composition C4H9N3O. The level of theory is ωB97M-V/def2-TZVPD.

CARTESIAN COORDINATES (ANGSTROEM)
1 H -3.0446 0.0297 1.1439
2 H 0.7481 -1.2192 -0.5176
3 N 2.8342 0.5189 0.1550
4 H -2.4205 1.8196 -0.1090
5 H -0.5796 2.1395 0.1118
6 O -1.7680 -0.5299 -0.6925
7 N 3.4297 -0.8246 -0.0340
8 H 1.4983 1.8535 -0.6663
9 H 4.3726 -0.7908 0.2430
10 C -2.5769 -0.9344 0.3416
11 H -3.6415 -1.2661 -0.5622
12 N -1.3854 1.4793 0.2480
13 C -0.7181 0.2409 -0.3571
14 H 3.0335 -1.5237 0.6231
15 C 0.5650 -0.0148 -0.6334
16 H -2.0056 -1.7335 1.0474
17 C 1.6588 0.7556 -0.3417

Kohn-Sham gap	8.85	eV
DFT total energy	-397.0757	hartree

=====

Entry 2:
This record from the OMol25 dataset describes a structure of composition C4H9N3O. The level of theory is ωB97M-V/def2-TZVPD.

CARTESIAN COORDINATES (ANGSTROEM)
1 C -1.5501 -0.1208 -0.0704
2 H -1.8540 2.1795 0.4546
3 N -0.7153 -0.9835 -0.5520
4 H -2.0632 -1.7719 1.1634
5 C 0.5199 -0.9566 -0.5067
6 H -0.5815 1.3627 -1.7700
7 H 2.8490 -0.5525 1.0889
8 H -0.2578 1.5541 0.7834
9 C -1.6893 1.3237 -0.5943
10 N -2.1816 -0.6718 0.9045
11 H 3.2916 -0.4074 -0.7092
12 C 2.7944 -0.0185 0.1434
13 O 0.8787 0.7352 0.8312
14 H 3.3198 0.9532 0.0707
15 H -3.0015 1.1910 -1.0497
16 N 1.4127 0.2396 -0.3015
17 H 1.2073 -1.8474 -0.8701

Kohn-Sham gap	8.52	eV
DFT total energy	-396.9251	hartree

=====

The records above give, respectively, F_max values of 6.42 7.99 eV/Å.